Record 1
{
  "formula": "C23H50AsFIrNO4Si3",
  "method": "ωB97M-V/def2-TZVPD",
  "e_tot_ev": -124341.807,
  "fmax_ev_per_a": 3.52,
  "charge": 3,
  "mol_weight_da": 775.05,
  "orbital_gap_ev": [3.78, 3.51],
  "e_homo_ev": [-15.6, -15.4],
  "e_lumo_ha": [-0.4332, -0.4366],
  "spin_multiplicity": 2,
  "e_above_lowest_kj_mol": 432.0,
  "elements": ["Ir", "C", "C", "O", "C", "C", "O", "C", "C", "O", "C", "C", "O", "H", "H", "H", "H", "H", "H", "H", "H", "H", "H", "H", "H", "H", "H", "H", "H", "C", "Si", "C", "C", "As", "Si", "C", "C", "C", "Si", "C", "C", "C", "H", "H", "H", "H", "H", "H", "H", "H", "H", "H", "H", "H", "H", "H", "H", "H", "H", "H", "H", "H", "H", "H", "H", "H", "H", "H", "H", "C", "C", "C", "C", "N", "C", "C", "H", "H", "H", "H", "H", "H", "H", "F"],
  "coordinates": [[1.0467, 1.3823, 0.3295], [-1.6573, 3.0022, 1.6788], [-0.9791, 3.8070, 0.5499], [0.4357, 3.7379, 0.6260], [1.0081, 4.4408, 1.7330], [2.3362, 3.7754, 2.1225], [2.2553, 2.3601, 2.1848], [1.8061, 1.7937, 3.4146], [1.7950, 0.2775, 3.2094], [0.8095, -0.1662, 2.2768], [-0.5096, -0.3230, 2.8041], [-1.5188, 0.6112, 2.1130], [-0.8667, 1.8474, 1.9237], [-2.6766, 2.7465, 1.3807], [-1.7048, 3.5917, 2.6035], [-1.3141, 4.8505, 0.5703], [-1.2198, 3.3613, -0.4190], [0.3162, 4.4467, 2.5793], [1.2105, 5.4748, 1.4290], [2.6865, 4.1878, 3.0749], [3.0746, 3.9771, 1.3444], [0.8105, 2.1657, 3.6796], [2.5163, 2.0432, 4.2135], [1.6645, -0.2369, 4.1667], [2.7514, -0.0166, 2.7666], [-0.4984, -0.1421, 3.8829], [-0.8082, -1.3638, 2.6273], [-2.4072, 0.7188, 2.7446], [-1.8076, 0.1949, 1.1323], [-5.1510, -1.0867, 0.0830], [-4.0356, -2.6266, 0.0811], [-3.3883, -3.0871, 1.8142], [-4.6575, -4.0970, -0.9380], [-1.8299, -1.8149, -0.8440], [-0.0364, -3.4792, -0.8839], [-0.9550, -5.1033, -1.2654], [1.2233, -2.9616, -2.2018], [0.7111, -3.3284, 0.8619], [-2.0846, -0.5001, -3.4654], [-0.3970, -0.6259, -4.3004], [-2.6355, 1.1901, -2.8184], [-3.4191, -1.7955, -3.8656], [-6.1977, -1.3777, 0.0889], [-5.0011, -0.4506, -0.7856], [-4.9900, -0.4798, 0.9701], [-4.1783, -3.5695, 2.3837], [-3.0736, -2.2094, 2.3743], [-2.5547, -3.7836, 1.7721], [-5.5730, -4.4754, -0.4885], [-3.9529, -4.9230, -0.9540], [-4.8966, -3.8371, -1.9648], [-1.6104, -5.0132, -2.1297], [-1.5432, -5.4483, -0.4187], [-0.2369, -5.8868, -1.4921], [0.8789, -3.1808, -3.2080], [2.1500, -3.5110, -2.0617], [1.4539, -1.9018, -2.1281], [0.0504, -3.7128, 1.6342], [0.9544, -2.2936, 1.0972], [1.6329, -3.8990, 0.9251], [0.3930, -0.3410, -3.6090], [-0.3421, 0.0514, -5.1524], [-0.1925, -1.6281, -4.6722], [-1.7640, 1.8160, -2.6440], [-3.1750, 1.1072, -1.8778], [-3.2787, 1.7009, -3.5317], [-3.0328, -2.8119, -3.7990], [-3.7850, -1.6638, -4.8824], [-4.2782, -1.7079, -3.2015], [7.2554, 2.6452, -0.3570], [5.8275, 2.2583, -0.4331], [4.8555, 3.1391, -0.9140], [3.5225, 2.7796, -0.8968], [3.1021, 1.5878, -0.4611], [4.0245, 0.7061, -0.0661], [5.3733, 0.9982, -0.0324], [7.3635, 3.7109, -0.1679], [7.7501, 2.4395, -1.3082], [7.7774, 2.0828, 0.4120], [5.1387, 4.1136, -1.2763], [2.7625, 3.4633, -1.2506], [3.6585, -0.2654, 0.2431], [6.0735, 0.2521, 0.3072], [-0.2410, 0.2898, -1.0432]]
}



Record 2
{
  "formula": "C8H24O4PS",
  "method": "ωB97M-V/def2-TZVPD",
  "e_tot_ev": -36992.979,
  "fmax_ev_per_a": 2.71,
  "charge": 1,
  "mol_weight_da": 247.32,
  "orbital_gap_ev": 8.34,
  "e_homo_ev": -11.9,
  "e_lumo_ha": -0.1320,
  "e_above_lowest_kj_mol": 71.8,
  "elements": ["C", "S", "C", "P", "O", "O", "H", "H", "H", "H", "H", "H", "H", "H", "C", "C", "C", "O", "H", "H", "H", "H", "H", "H", "H", "H", "C", "C", "C", "O", "H", "H", "H", "H", "H", "H", "H", "H"],
  "coordinates": [[0.5135, -0.1019, 4.5156], [0.0984, 1.5597, 5.2175], [1.4081, 2.7206, 4.6244], [-1.6862, 2.3675, 4.2991], [-1.4748, 1.8716, 2.7126], [-3.0159, 1.5871, 4.9342], [-0.3314, -0.5603, 3.9951], [1.3293, -0.0090, 3.7922], [0.8295, -0.7902, 5.3074], [1.1409, 3.7449, 4.9002], [2.3837, 2.4187, 5.0075], [1.3923, 2.6679, 3.5282], [-2.3167, 1.9441, 2.2538], [-2.7964, 0.8261, 5.4833], [-1.8906, -0.8469, 0.5717], [-0.3815, -0.6770, 0.4895], [0.1880, -1.4059, -0.7154], [0.2265, -1.1729, 1.6907], [-2.1558, -1.9022, 0.6798], [-2.2886, -0.3267, 1.4448], [-2.3809, -0.4570, -0.3213], [-0.1332, 0.3837, 0.4266], [-0.0097, -2.4797, -0.6494], [1.2711, -1.2838, -0.7605], [-0.2438, -1.0286, -1.6437], [0.0137, -2.1093, 1.7571], [2.0717, -0.5692, -4.7944], [0.5585, -0.7153, -4.8426], [0.0738, -1.0128, -6.2528], [-0.0554, 0.4823, -4.3616], [2.3998, 0.2614, -5.4252], [2.4032, -0.3492, -3.7779], [2.5685, -1.4796, -5.1337], [0.2473, -1.5189, -4.1722], [0.3365, -0.1968, -6.9315], [-1.0127, -1.1074, -6.2721], [0.5110, -1.9364, -6.6353], [0.2086, 1.2012, -4.9419]]
}



Record 3
{
  "formula": "C5H11N4",
  "method": "ωB97M-V/def2-TZVPD",
  "e_tot_ev": -11312.929,
  "fmax_ev_per_a": 5.05,
  "charge": 1,
  "mol_weight_da": 127.17,
  "orbital_gap_ev": [8.66, 8.66],
  "e_homo_ev": [-12.9, -12.9],
  "e_lumo_ha": [-0.1556, -0.1555],
  "e_above_lowest_kj_mol": 474.6,
  "elements": ["C", "C", "C", "C", "C", "N", "N", "N", "N", "H", "H", "H", "H", "H", "H", "H", "H", "H", "H", "H"],
  "coordinates": [[0.2919, 0.0271, 0.9144], [-0.4916, 0.2770, -0.2802], [0.2514, 0.7832, 2.1802], [-1.3717, 1.3878, -0.4764], [-0.8632, -0.7626, -2.5162], [0.8483, -1.4282, -1.0355], [1.1099, -0.9779, 0.7536], [-0.1641, -0.6529, -1.2688], [2.1928, -1.2544, 1.4429], [1.0900, 0.4364, 2.8068], [0.3591, 1.8572, 1.9495], [-0.6569, 0.5704, 2.7135], [-1.2489, 1.8689, -1.5152], [-2.4035, 0.9524, -0.5700], [-1.3770, 2.2902, 0.2502], [-1.9827, -0.8334, -2.3162], [-0.6933, 0.1553, -3.0447], [-0.4565, -1.7575, -2.8477], [2.5776, -2.2911, 1.5410], [2.9883, -0.6476, 1.3188]]
}



Record 4
{
  "formula": "C18H29IrN12O4S3",
  "method": "ωB97M-V/def2-TZVPD",
  "e_tot_ev": -80524.117,
  "fmax_ev_per_a": 0.25,
  "charge": 3,
  "mol_weight_da": 765.93,
  "orbital_gap_ev": [5.26, 5.46],
  "e_homo_ev": [-15.8, -15.7],
  "e_lumo_ha": [-0.3859, -0.3759],
  "spin_multiplicity": 2,
  "elements": ["Ir", "C", "O", "C", "O", "N", "N", "H", "H", "H", "H", "H", "H", "N", "N", "C", "N", "N", "N", "O", "O", "H", "H", "H", "H", "H", "S", "C", "S", "C", "N", "N", "C", "C", "C", "C", "C", "C", "S", "H", "H", "H", "H", "H", "C", "C", "N", "C", "N", "C", "C", "C", "N", "C", "H", "H", "H", "H", "H", "H", "H", "H", "H", "H", "H", "H", "H"],
  "coordinates": [[0.8748, -0.4733, 0.5502], [-0.0881, -0.1301, 5.5127], [-0.9874, -0.5357, 4.4431], [-0.5032, -0.6278, 3.2370], [0.6544, -0.3572, 2.9048], [-1.4218, -1.0833, 2.3523], [-1.0874, -1.1405, 0.9843], [-0.5735, -0.4529, 6.4257], [0.0171, 0.9511, 5.4935], [0.8767, -0.6129, 5.3925], [-2.3714, -1.2661, 2.6384], [-1.7242, -0.5315, 0.4700], [-1.2068, -2.1009, 0.6681], [2.7938, 0.1859, 0.0651], [2.8708, 1.5926, 0.1298], [1.7570, 2.3376, 0.3486], [1.9057, 3.6459, 0.3481], [0.6214, 1.6313, 0.5470], [-0.5634, 2.3021, 0.8072], [-0.6021, 3.5163, 0.8206], [-1.5289, 1.5916, 1.0078], [3.4842, -0.2258, 0.6922], [3.0073, -0.1226, -0.8841], [3.7593, 2.0277, -0.0688], [2.8085, 4.0689, 0.1986], [1.1023, 4.2300, 0.5269], [-6.2486, 5.0868, 2.3353], [-5.7982, 4.1154, 1.1488], [-4.7527, 2.7338, 1.2777], [-4.7289, 2.5439, -0.4483], [-5.5305, 3.4841, -1.0823], [-6.1149, 4.2709, -0.2754], [-6.9807, 5.2597, -0.7844], [-6.6819, 5.8010, -2.0448], [-7.5176, 6.7578, -2.5691], [-8.6518, 7.1587, -1.8602], [-8.9560, 6.5942, -0.6248], [-8.1245, 5.6441, -0.0720], [-3.9727, 1.4011, -1.3248], [-5.7898, 5.4896, -2.5694], [-7.2908, 7.2038, -3.5271], [-9.3072, 7.9096, -2.2810], [-9.8569, 6.8831, -0.1023], [-8.3983, 5.1588, 0.8530], [3.8295, -4.6505, 2.7092], [3.0332, -3.5345, 3.3488], [2.3475, -2.7751, 2.3015], [1.9888, -3.2673, 1.0960], [1.3614, -2.4442, 0.2462], [0.9276, -2.9679, -1.0562], [1.8546, -4.0584, -1.5529], [1.9277, -5.1319, -0.4914], [2.2954, -4.5366, 0.7949], [2.9157, -5.4281, 1.7856], [4.2309, -5.3120, 3.4748], [4.6706, -4.2423, 2.1456], [3.6803, -2.8484, 3.8931], [2.3053, -3.9435, 4.0545], [1.9488, -1.8828, 2.5492], [0.9051, -2.1367, -1.7665], [-0.0962, -3.3591, -0.9983], [2.8509, -3.6473, -1.7319], [1.4911, -4.4748, -2.4908], [2.6818, -5.8768, -0.7390], [0.9703, -5.6530, -0.3981], [3.4734, -6.1824, 1.2341], [2.1371, -5.9451, 2.3540]]
}